15
Properties=species:S:1:pos:R:3 method="wB97M-V/def2-TZVPD" smiles=O.O.O.O.O multiplicity=1 e_above_lowest_kcal_mol=47.2
O -2.9840 -1.5861 2.8256
H -3.2275 -2.0383 2.0555
H 1.9907 2.5597 -3.5848
O -0.8234 1.8199 1.3942
H 0.0681 1.6508 0.9916
H 2.2668 1.1046 -3.3670
O 1.5945 1.6748 -3.5767
O 1.4422 0.0018 1.1961
H -2.1563 -1.1591 2.5675
O 0.0677 -2.1300 -1.1299
H -0.2574 -1.1477 -1.1667
H 1.3501 0.8041 1.5894
H 1.9159 0.0560 0.3713
H -0.1366 -2.5987 -1.9563
H -1.1110 0.9882 1.7901

***

15
Properties=species:S:1:pos:R:3 method="wB97M-V/def2-TZVPD" smiles=O.O.O.O.O multiplicity=1 e_above_lowest_kcal_mol=25.7
H 0.2027 0.0191 -0.7376
O 3.8416 1.0644 -0.1537
H 1.2936 -1.0688 -2.9815
O 0.8680 -1.6702 -2.3603
H 4.0447 1.2397 -1.0774
H 0.1084 0.5612 0.6924
H -2.5684 -0.0008 -0.4556
H 2.9009 0.8291 -0.1468
H -2.9249 -0.3659 3.5537
O 0.6995 0.5024 -0.0669
H -3.1228 0.9043 0.6512
O -2.2033 -0.0467 2.9999
O -2.4908 0.8835 -0.0783
H -2.2244 -0.6031 2.2138
H 1.5751 -2.2481 -2.0528

***

15
Properties=species:S:1:pos:R:3 method="wB97M-V/def2-TZVPD" smiles=O.O.O.O.O multiplicity=1 e_above_lowest_kcal_mol=33.8
H 0.7426 -0.4698 -2.3949
O -2.1124 -1.0138 1.6891
O -0.2314 0.1642 0.0261
H 2.4226 0.1822 1.5221
H 0.7326 0.0992 0.1291
H 0.6836 -1.9188 -3.0819
H -0.9374 1.8492 -0.1599
H -0.5524 0.0742 0.9701
O 1.2246 -1.3788 -2.5599
H 3.1076 -0.3768 0.2171
H -1.0084 3.3842 0.2941
O 2.2916 -0.5158 0.8141
H -1.8564 -1.7758 1.2581
H -2.9424 -0.9198 1.2161
O -1.5644 2.6162 0.0611

***

15
Properties=species:S:1:pos:R:3 method="wB97M-V/def2-TZVPD" smiles=O.O.O.O.O multiplicity=1 e_above_lowest_kcal_mol=30.0
H -0.2791 -0.2086 2.3806
H -0.6673 0.2085 0.1767
H 0.6587 -1.0866 -0.2139
O -1.6955 -1.9421 -2.2975
O 1.1817 2.1864 -0.2406
O 1.1740 -1.6680 0.3188
H 0.8360 2.5483 0.5685
H 0.1666 0.9250 -0.7680
O -0.9879 0.3448 2.0178
H -1.3473 -1.1431 -1.9348
O -0.4338 0.2008 -0.7322
H -0.9657 -2.5539 -2.4717
H 0.9835 -1.5319 1.2326
H -0.6993 1.2418 2.0885
H 2.0755 2.4788 -0.1248

***

15
Properties=species:S:1:pos:R:3 method="wB97M-V/def2-TZVPD" multiplicity=1 e_above_lowest_kcal_mol=62.3
H -1.1037 -0.6156 0.4669
H -1.8462 -2.0532 1.9323
H 0.7751 -0.3852 0.0995
H -0.8741 1.7633 -2.0286
O -0.5639 0.1758 0.4458
H 2.2839 -1.2268 0.2511
H 1.4013 1.8136 0.0339
H -0.3656 0.7310 -0.6983
O -0.3079 1.0106 -1.7970
O 1.9032 1.5724 -0.7206
O 1.6695 -0.7099 -0.2828
H 2.1390 0.3436 -0.5635
H 0.7120 1.2390 -1.7846
H -3.3124 -1.8342 2.0527
O -2.5101 -1.8245 2.5931

***

14
Properties=species:S:1:pos:R:3 method="wB97M-V/def2-TZVPD" multiplicity=1 e_above_lowest_kcal_mol=28.6
H -3.9675 -0.7302 0.7850
H -2.0165 -1.9425 0.9724
Si 1.6041 1.3195 -0.5696
H 3.5466 -1.5142 -0.6974
H 2.5439 -0.6512 1.3078
H 1.3318 -1.9671 -0.8944
H -0.9730 1.5345 1.8844
H -2.7370 -1.3312 -1.0085
H 1.9589 1.9034 -1.9713
H 2.0856 2.2955 0.2401
Si -1.3331 1.1917 0.4635
Si 2.3464 -0.9335 -0.1837
Si -2.5136 -0.7331 0.2647
H -1.9525 2.3698 -0.2240

***

21
Properties=species:S:1:pos:R:3 method="wB97M-V/def2-TZVPD" multiplicity=1 e_above_lowest_kcal_mol=74.2
Si -2.5327 0.0262 -0.4745
N -4.0647 -0.1937 0.3311
O 0.7663 -0.7316 -0.2647
Si 1.8962 -1.8581 -0.5135
H -0.8950 1.4213 1.9843
O -1.6917 -1.3194 -0.5731
O 0.1528 1.7796 -1.1724
O -2.3449 1.2163 -1.4631
N -0.6464 0.7706 1.2713
H -1.3696 1.4670 -1.4311
H 2.6443 -2.0926 0.7056
Si 0.5950 0.9558 0.2368
H 2.6944 -1.2407 -1.4746
H 1.5219 -3.1834 -1.1690
N 2.2742 1.3266 0.5329
H -0.6437 -1.3145 -0.4643
H 2.6411 2.2045 0.4777
H -4.0557 -0.6467 1.2687
H -4.7020 0.5254 0.4286
H 2.7704 0.7337 1.2578
H 0.6437 1.8182 -1.9928

***

26
Properties=species:S:1:pos:R:3 method="wB97M-V/def2-TZVPD" charge=-1 multiplicity=1 e_above_lowest_kcal_mol=216.3
O 6.4648 10.2180 -22.3256
H 10.4836 7.5092 -26.4847
O 8.0441 12.0057 -22.6217
H 4.9948 5.1879 -24.0021
O 5.6643 12.3711 -22.9407
O 3.6528 9.4165 -28.0112
H 8.2149 11.7005 -30.0848
H 4.9224 1.9318 -31.4074
O 7.3506 11.3276 -30.2582
S 6.7611 11.4367 -23.0147
V 4.9474 8.5408 -28.0005
H 5.9863 1.5919 -30.3854
O 6.7414 11.0259 -24.4344
H 7.1059 11.6771 -31.1151
H -1.5778 9.5807 -30.4516
O 4.8145 7.3695 -29.0993
O 10.0540 7.0384 -27.1989
H 6.1767 14.4198 -26.6335
H 10.7738 6.7193 -27.7432
O 6.2324 15.3750 -26.6097
O 5.1968 5.9881 -24.4869
H -1.0074 9.2826 -29.0813
H 6.9656 15.5582 -26.0222
H 5.5357 6.5907 -23.8248
O 5.7882 1.5329 -31.3200
O -1.8350 9.4021 -29.5471

***

| no. | HOMO level (Ha) | DFT total energy (eV) | gap between HOMO and LUMO (eV) |
| --- | --- | --- | --- |
| 1 | -0.4274 | -10398.80311 | 11.73 |
| 2 | -0.3989 | -10399.73450 | 11.10 |
| 3 | -0.3864 | -10399.38211 | 10.89 |
| 4 | -0.3868 | -10399.54910 | 10.21 |
| 5 | -0.3798 | -10398.14627 | 10.78 |
| 6 | -0.3121 | -31668.02845 | 7.81 |
| 7 | -0.3229 | -36478.68834 | 9.14 |
| 8 | -0.1408 | -61282.83930 | 2.59 |